This record from the OMol25 dataset describes C20H16ClFN2O2 in the gas phase in a non-equilibrium geometry. The level of theory is ωB97M-V/def2-TZVPD.

Structure (XYZ):
```
42
Properties=species:S:1:pos:R:3:forces:R:3:lowdin_charge:R:1
Cl 1.585 0.463 2.139 0.25 0.05 0.09 0.837
F -0.766 3.456 -1.218 0.18 -0.08 0.01 0.085
O -1.074 -1.020 3.054 -0.02 -0.13 0.18 0.049
O -2.633 2.782 2.146 -0.55 -0.55 0.44 0.044
N -1.572 3.101 1.382 0.99 0.51 -0.62 0.134
N -0.865 -1.251 0.833 0.07 -0.13 0.02 -0.034
C 0.706 -2.339 -1.193 0.04 -0.02 -0.05 -0.180
C 0.556 -0.211 -2.308 -0.12 -0.12 -0.01 -0.037
C 1.492 2.982 -1.586 -0.13 0.08 0.05 -0.012
C -1.144 -0.529 1.938 -0.32 0.06 0.00 -0.498
C 0.358 2.844 -0.809 0.16 -0.12 -0.03 -0.235
C 0.054 -3.288 -0.235 -0.06 0.18 0.04 -0.106
C 2.650 1.517 -0.082 0.03 -0.08 0.12 -0.102
C -0.898 2.001 1.147 -0.77 -0.04 0.43 -0.204
C -1.544 0.891 1.775 -0.59 0.64 0.39 -0.046
C 1.706 -0.508 -3.019 0.02 0.01 -0.08 -0.084
C 1.864 -2.624 -1.897 -0.05 0.01 0.05 -0.029
C -2.622 1.468 2.404 0.71 -0.66 -0.39 -0.233
C 2.366 -1.705 -2.804 0.08 0.02 -0.09 -0.080
C -0.314 -2.578 1.066 0.04 -0.32 0.36 -0.129
C 0.066 -1.116 -1.385 0.03 0.01 -0.04 -0.152
C 2.643 2.309 -1.215 -0.16 0.04 0.11 -0.073
C 1.506 1.402 0.694 0.09 0.19 -0.28 -0.557
C -1.147 -0.865 -0.535 -0.17 0.06 -0.31 -0.068
C -3.688 0.878 3.243 -0.04 0.16 -0.04 0.022
C 0.325 2.059 0.346 0.08 0.25 -0.20 -0.117
H 0.036 0.719 -2.479 -0.04 0.12 0.01 0.110
H -1.448 0.181 -0.572 -0.03 -0.13 -0.02 0.125
H -1.035 -3.172 1.640 0.15 0.04 -0.03 0.130
H 2.088 0.199 -3.740 0.06 0.08 -0.07 0.104
H 0.576 -2.456 1.692 -0.10 -0.06 -0.03 0.122
H 0.705 -4.133 -0.011 -0.07 -0.02 0.00 0.121
H 1.456 3.605 -2.465 -0.04 0.06 -0.09 0.123
H -1.988 -1.472 -0.906 0.03 0.16 0.01 0.143
H -4.020 1.605 3.980 -0.05 0.00 0.08 0.092
H 3.542 0.992 0.216 0.08 -0.06 0.05 0.107
H -3.298 -0.007 3.739 0.00 0.01 0.02 0.084
H 2.368 -3.566 -1.742 0.06 -0.11 0.02 0.111
H -0.855 -3.681 -0.703 0.02 -0.07 0.02 0.126
H -4.543 0.594 2.629 -0.06 0.00 0.00 0.094
H 3.537 2.404 -1.809 0.09 0.00 -0.07 0.113
H 3.270 -1.930 -3.351 0.08 -0.02 -0.06 0.101
```
Forces are in eV/Å.

Properties
LUMO: 0.6 eV
Kohn-Sham gap: 9.77 eV
Energy: -43314.599 eV
SMILES: Cc1onc(-c2c(F)cccc2Cl)c1C(=O)N1CCc2ccccc2C1

This record from the OMol25 dataset describes a molecular structure, C20H16CoN4O5. The level of theory is ωB97M-V/def2-TZVPD.

Structure (XYZ):
```
46
Properties=species:S:1:pos:R:3:forces:R:3:mulliken_spin:R:1
Co -0.273 2.125 -1.763 0.04 -0.39 0.13 1.057
O 3.231 3.825 -1.816 0.04 -0.04 -0.04 0.009
O 1.601 2.267 -1.757 0.22 0.18 -0.06 -0.010
O 3.461 -4.263 -0.898 -0.03 -0.01 -0.07 0.000
O -2.133 2.342 -1.746 -0.25 0.21 -0.08 -0.011
O -3.698 3.968 -1.801 -0.06 -0.03 -0.05 0.010
N 2.145 -2.420 -0.897 -0.07 0.02 -0.10 0.000
N 1.652 -4.284 0.463 -0.05 -0.08 -0.05 0.000
N -0.232 3.955 -1.835 -0.02 -0.25 -0.06 -0.018
N -0.309 0.174 -1.555 -0.01 0.11 -0.01 -0.010
C -1.470 -0.489 -1.504 0.03 -0.07 0.00 -0.003
C 0.290 -1.848 2.924 0.03 0.02 -0.01 0.000
C -0.177 6.627 -1.864 0.00 -0.02 -0.01 -0.002
C 1.024 5.918 -1.858 -0.02 -0.04 -0.01 0.002
C -1.501 -1.847 -1.252 -0.04 0.04 -0.02 0.002
C 2.474 -3.700 -0.474 0.03 0.08 0.20 0.000
C -1.549 -2.020 4.644 0.01 -0.01 -0.01 0.000
C 1.079 -2.369 1.909 0.04 0.05 0.12 0.000
C -0.322 -2.539 -1.042 -0.04 -0.07 -0.04 -0.002
C 0.893 -3.681 1.495 0.00 -0.03 -0.03 0.000
C 0.835 -0.481 -1.350 0.01 -0.05 0.00 -0.001
C -1.406 5.969 -1.851 0.02 -0.05 -0.01 0.002
C -0.071 -4.459 2.129 -0.04 0.01 -0.01 0.000
C -0.683 -2.607 3.562 -0.02 -0.01 -0.01 0.000
C 0.880 -1.844 -1.086 0.11 0.04 -0.03 0.003
C -1.390 4.586 -1.836 -0.38 0.05 -0.03 -0.008
C -2.555 3.586 -1.802 0.26 0.15 0.14 -0.001
C 0.951 4.538 -1.842 0.38 0.03 -0.03 -0.007
C 2.073 3.492 -1.812 -0.23 0.19 0.13 -0.002
C -0.839 -3.928 3.151 -0.01 0.00 0.01 0.000
H -1.578 -4.555 3.636 0.00 0.00 0.00 0.000
H -2.501 -1.671 4.237 0.00 0.00 -0.01 0.000
H -0.218 -5.486 1.816 0.00 0.01 0.00 0.000
H 2.910 -1.987 -1.394 -0.02 -0.03 -0.06 0.000
H 1.738 0.114 -1.405 0.01 0.00 0.03 -0.006
H -2.451 -2.360 -1.224 0.01 -0.01 0.01 0.000
H -1.063 -1.169 5.119 0.00 0.00 0.00 0.000
H 0.451 -0.822 3.233 0.00 0.00 0.00 0.000
H 1.987 6.408 -1.862 -0.01 0.00 0.00 0.000
H -1.773 -2.757 5.415 0.00 0.00 0.00 0.000
H -0.339 -3.602 -0.854 0.00 0.00 -0.01 0.000
H -2.348 6.497 -1.851 0.01 0.00 0.00 0.000
H -2.361 0.099 -1.669 0.00 0.01 0.02 -0.003
H 1.843 -1.753 1.455 -0.02 -0.03 0.04 0.000
H -0.154 7.709 -1.878 0.00 -0.01 0.01 0.000
H 1.875 -5.259 0.589 0.06 0.02 0.04 0.000
```
Forces are in eV/Å.

Properties
LUMO (spin up / spin down): -0.2 / -0.2 eV
Relative energy (zero: lowest compared OMol25 entry of this formula, charge and spin): 0.0 kcal/mol
Kohn-Sham gap (spin up / spin down): 8.61 / 8.60 eV
2S+1: 2
⟨S²⟩: 0.772
Energy: -74827.823 eV

This record from the OMol25 dataset describes C20H16F4N4O3S in the gas phase in a non-equilibrium geometry. The level of theory is ωB97M-V/def2-TZVPD.

Structure (XYZ):
```
48
Properties=species:S:1:pos:R:3:forces:R:3:lowdin_charge:R:1
S -3.697 -2.864 0.931 -3.29 -1.18 -0.13 0.715
F -4.284 -2.164 5.322 0.31 0.62 0.24 0.139
F -2.298 -1.260 5.084 -0.41 0.16 0.58 0.124
F -4.092 0.027 5.202 0.45 -0.84 -0.23 0.140
F 4.171 3.607 0.016 0.28 0.23 0.36 0.103
O -1.568 1.693 1.370 -0.87 -0.89 0.23 0.078
O -3.943 -4.296 0.761 1.89 1.60 0.49 -0.307
O -4.873 -2.102 0.494 2.23 0.34 1.08 -0.307
N -0.377 0.886 -0.418 0.06 0.52 -0.14 0.168
N -0.309 3.118 0.311 -0.84 1.19 0.64 0.144
N 1.914 3.435 0.132 2.09 0.59 -0.51 0.218
N -3.341 -2.570 2.613 -0.87 0.07 -0.94 -0.093
C 2.548 -0.216 -0.434 -1.27 -0.98 -0.38 -0.033
C -1.937 -0.936 0.030 0.38 -0.40 0.40 0.028
C -0.651 -0.483 -0.344 -1.41 -0.47 -0.04 -0.148
C -1.242 -3.223 -0.339 -0.53 -0.76 0.26 -0.058
C -2.188 -2.313 0.128 0.40 0.65 -0.35 -0.271
C 1.680 -1.038 -1.235 0.52 1.02 0.71 -0.156
C -3.604 -1.151 4.754 -0.04 -0.97 -1.88 -0.577
C 3.428 -1.127 -2.904 0.92 0.69 0.22 -0.086
C -0.019 -2.783 -0.824 -0.70 0.29 0.45 -0.009
C 4.239 -0.272 -2.153 0.35 -0.36 -0.23 -0.072
C 3.006 3.708 -2.017 0.96 0.33 0.19 -0.010
C -3.687 -1.249 3.193 0.83 -0.11 0.24 -0.098
C 3.009 3.631 -0.607 -2.05 -0.79 -0.81 -0.336
C -0.824 1.875 0.433 -0.85 -1.43 1.57 -0.521
C 0.292 -1.411 -0.790 1.17 -0.80 -0.21 -0.104
C 1.812 3.645 -2.693 -0.85 -0.63 1.79 -0.030
C 2.190 -1.508 -2.447 -1.08 -0.26 -0.23 -0.048
C 0.671 3.412 -1.885 -0.17 0.58 -0.91 -0.007
C 3.807 0.103 -0.883 0.23 0.04 -0.48 -0.098
C 0.742 3.350 -0.505 3.00 0.57 -1.60 -0.369
H 5.222 0.057 -2.543 -0.71 -0.33 0.37 0.115
H 2.266 0.141 0.560 -0.19 -0.27 -0.33 0.125
H -2.715 -0.230 0.283 0.09 0.08 0.08 0.117
H -2.983 -0.531 2.811 0.26 0.79 0.02 0.108
H -1.488 -4.291 -0.309 0.17 0.43 0.02 0.121
H 1.760 3.720 -3.771 -0.09 -0.03 0.09 0.115
H 1.587 -2.133 -3.128 0.14 0.27 0.65 0.128
H -4.657 -0.948 2.890 -1.01 0.02 -0.33 0.115
H -2.351 -2.751 2.670 0.34 -0.11 0.38 0.094
H -0.237 3.577 1.231 -0.25 -0.41 -0.74 0.181
H 0.683 -3.551 -1.147 0.05 0.53 -0.03 0.126
H 0.479 1.116 -0.875 0.45 -0.02 -0.51 0.102
H -0.303 3.363 -2.328 -0.39 -0.09 -0.25 0.113
H 4.455 0.625 -0.211 0.31 0.46 0.09 0.101
H 3.936 3.815 -2.574 -0.11 0.04 0.38 0.119
H 3.769 -1.501 -3.851 0.10 0.01 -0.29 0.101
```
Forces are in eV/Å.

Properties
LUMO: -0.2 eV
Relative energy (zero: lowest compared OMol25 entry of this formula, charge and spin): 0.0 kcal/mol
Kohn-Sham gap: 8.94 eV
Energy: -54808.181 eV
SMILES: O=C(Nc1cccc(F)n1)Nc1cc(S(=O)(=O)NCC(F)(F)F)ccc1-c1ccccc1